1.
Entry from the OMol25 dataset: the molecule C5H11NO2 (ωB97M-V with the def2-TZVPD basis set).

CARTESIAN COORDINATES (ANGSTROEM)
H 0.6794 0.3466 -2.4128
H 1.7097 -0.7231 -1.4454
H -1.5497 1.0390 1.4205
N 0.3662 1.7557 -0.3520
H -1.6071 0.9025 -1.1983
H -0.0641 -2.5183 -0.3214
H 0.5476 -1.8173 1.1464
O 1.4199 2.3242 -0.6451
C -0.1988 -1.6937 0.3702
C 0.4275 0.6849 0.6209
C -0.5221 0.9765 1.7710
C 0.6850 -0.5104 -1.7394
H -0.4634 0.1815 2.5099
H 1.4479 0.4123 0.9025
H -0.2576 1.9337 2.2188
C -0.1745 -0.2091 -0.5223
O -1.5182 0.0160 -0.8266
H 0.2677 -1.3515 -2.2882
H -1.1956 -1.7496 0.7913

Summary:
HOMO (alpha / beta) in eV: -9.0 / -9.0
Energy relative to the best compared isomer or geometry (same formula, charge and spin) in kJ/mol: 405.1
SMILES: C[C@H](N=O)C(C)(C)O



2.
Entry from the OMol25 dataset: the molecule C5H11NO2 (ωB97M-V with the def2-TZVPD basis set).

CARTESIAN COORDINATES (ANGSTROEM)
H 0.8563 -2.9337 0.8401
C 0.5941 0.0585 0.1357
C -0.1331 -2.4549 0.8861
O -0.5322 0.9493 2.1333
H -0.7234 0.0055 2.0643
H -0.6761 -3.2940 0.4289
H -1.0098 1.1822 -2.0688
C -0.2425 -1.1419 0.1749
H -0.4160 -2.4875 2.0072
H 1.5857 0.0138 0.6067
H 0.7195 -0.4446 -1.7077
N 0.8791 0.4714 -1.2857
C 0.0028 1.4486 0.8780
H -0.9651 1.5553 0.3431
O 0.7157 2.4774 0.8894
C 0.0453 1.4639 -1.9380
H 0.5005 1.6642 -2.9000
H -1.2599 -0.9164 -0.1443
H 0.0592 2.3827 -1.3432

Summary:
HOMO in eV: -8.7
Energy relative to the best compared isomer or geometry (same formula, charge and spin) in kJ/mol: 581.6



3.
Entry from the OMol25 dataset: a cluster of 3 separate species, C5H11NO2 in total (ωB97M-V with the def2-TZVPD basis set).

CARTESIAN COORDINATES (ANGSTROEM)
N -0.6460 0.0979 -0.2777
H -0.8839 -2.4452 -0.7733
O -2.6497 -1.4769 -1.0566
C -1.2827 -1.5472 -1.2379
H -2.9188 -0.5809 -1.3067
H 1.0913 2.5604 -0.6448
H 1.9543 1.0175 1.8984
H 2.3905 2.7656 1.5012
O 1.3971 -1.0489 -0.0108
H -1.1506 0.8965 1.5785
C -0.9894 -0.0835 1.1286
C 1.2372 1.7306 0.0437
H 2.3074 -0.9465 -0.3231
H 0.8458 0.0040 -1.7046
H -0.2576 -0.6376 1.7208
H -0.9833 -1.4198 -2.2777
H -1.9407 -0.6222 1.1838
C 0.6154 -0.1179 -0.6476
C 1.8637 1.8541 1.2058

Summary:
HOMO in eV: -7.6
Energy relative to the best compared isomer or geometry (same formula, charge and spin) in kJ/mol: 585.5



4.
Entry from the OMol25 dataset: the molecule C5H11NO2 (ωB97M-V with the def2-TZVPD basis set).

CARTESIAN COORDINATES (ANGSTROEM)
C -1.2444 0.8399 -1.8929
O 1.5339 -1.4863 -0.9531
H -0.7893 1.1992 0.7928
H -1.8875 -0.8789 0.1883
C 1.3856 -0.3412 2.3015
H -0.9905 1.0942 -2.9277
H 1.8337 1.0482 0.8250
N -1.0092 -0.8974 0.7041
C 1.1033 0.3136 1.1635
H -1.8103 1.6699 -1.4594
C -0.2463 0.3237 0.4163
H -1.8890 -0.0436 -1.9472
C 0.0235 0.5520 -1.0979
O 0.5972 -0.6661 -1.6918
H 0.7454 1.3600 -1.2623
H 0.8643 -1.9493 -0.4062
H -1.2680 -0.8900 1.6895
H 2.3153 -0.1532 2.8306
H 0.7324 -1.0949 2.7271

Summary:
HOMO in eV: -9.4
Energy relative to the best compared isomer or geometry (same formula, charge and spin) in kJ/mol: 442.1
SMILES: C=C[C@H](N)[C@H](C)OO



5.
Entry from the OMol25 dataset: the molecule C5H11NO2 (ωB97M-V with the def2-TZVPD basis set).

CARTESIAN COORDINATES (ANGSTROEM)
H 1.6864 2.2278 0.2661
H -0.0747 -1.4309 -1.6339
C 0.6340 2.0661 0.3676
O 0.5072 -2.4334 1.4289
H 0.4003 2.1885 1.3947
H -1.6262 0.0819 -1.4131
H 1.2814 -2.3258 -1.1635
C 0.8031 -0.3518 -0.1375
C 0.8653 -1.2280 -1.3457
H 0.4051 3.0046 -0.2545
O -1.9941 1.7134 -0.1962
H 1.3197 -0.7405 -2.1678
H 1.7560 -0.0891 0.3120
H 1.4763 -2.3739 1.7146
N 0.1418 0.9300 -0.4494
H -0.9483 -1.6964 0.2974
C -0.1624 -1.2080 0.8690
H -0.5044 -0.5648 1.6945
C -1.1851 0.8832 -0.7138

Summary:
HOMO in eV: -9.5
Energy relative to the best compared isomer or geometry (same formula, charge and spin) in kJ/mol: 262.3
SMILES: C[C@H](CO)N(C)C=O



6.
Entry from the OMol25 dataset: the molecule C5H11NO2 (ωB97M-V with the def2-TZVPD basis set).

CARTESIAN COORDINATES (ANGSTROEM)
C -0.7955 -0.2533 2.0395
H -0.4406 -0.7607 -1.5585
H 1.2496 -1.2901 -2.9269
N 0.4444 -0.6863 -1.0715
C 0.5098 -0.0838 1.2648
H -0.9684 -1.9766 1.1473
C 1.5651 -0.8100 -2.0009
H 1.2766 0.2137 1.9929
O -1.1846 -1.6796 2.0383
O -0.5596 2.1805 -1.4771
C 0.5548 0.4987 -0.1588
H 2.3340 -1.3772 -1.4446
H 1.5016 1.0135 -0.2580
H -1.6501 0.2878 1.6693
C -0.6357 1.3484 -0.6068
H -0.7227 -0.1602 3.1465
H -1.6463 1.2120 -0.1853
H 0.8562 -1.1247 1.0636
H 2.1079 0.0974 -2.3063

Summary:
HOMO in eV: -9.2
Energy relative to the best compared isomer or geometry (same formula, charge and spin) in kJ/mol: 282.5
SMILES: CN[C@@H](C=O)CCO